ORCA calculation (ωB97M-V/def2-TZVPD) on a structure of composition C35H47BF6N8PS5Sn.

Calculated values
**Largest force on an atom**: 1.7 eV/A
**Orbital gap (spin up / spin down)**: 6.562 / 3.746 eV
**Multiplicity**: 2
**Expectation value of S²**: 0.762
**Net charge**: +2

Last column: Mulliken charge in e.
Element x y z (Å)
Sn: -0.0455 -3.4085 -1.0622  1.604
C: 2.9793 -0.2606 -3.1338  -1.774
C: 2.3767 0.3673 -1.9326  -0.059
C: 3.0436 1.2592 -1.1373  -0.595
C: 2.3916 1.8087 -0.0030  -0.531
N: 1.1703 1.4558 0.2864  -0.352
N: 0.4900 0.6124 -0.4881  1.021
B: -0.9621 0.5356 -0.0519  -1.485
N: -2.0444 -0.0804 -0.8604  -0.330
N: -1.9611 1.2541 -0.9063  1.002
C: -2.6668 2.0084 -1.6971  0.546
C: -3.6586 1.3243 -2.4574  -1.160
C: -3.8067 -0.0357 -2.4035  0.311
C: -4.8246 -0.7587 -3.1896  -1.872
C: -2.9057 -0.8160 -1.5721  0.758
S: -2.9123 -2.4848 -1.5229  -0.229
C: -2.4059 3.4793 -1.7933  2.426
C: -3.6213 4.2165 -1.2175  -1.813
C: -1.1496 3.8506 -1.0071  -1.765
C: -2.2232 3.8470 -3.2736  -1.737
N: -1.1377 0.5429 1.4567  0.412
N: -1.2912 1.7167 2.0679  -0.301
C: -1.4411 1.7715 3.3643  0.117
C: -1.5658 0.5775 4.1244  -0.749
C: -1.3929 -0.6374 3.5205  0.213
C: -1.4934 -1.9276 4.2450  -1.766
C: -1.0816 -0.6324 2.1269  0.973
S: -0.6013 -2.0651 1.3504  -0.450
C: -1.4673 3.1126 4.0601  2.005
C: -1.1838 4.2458 3.0774  -1.608
C: -2.8441 3.3281 4.7056  -1.796
C: -0.3923 3.1181 5.1608  -1.571
C: 1.0283 0.0429 -1.5908  1.379
S: 0.1151 -0.9704 -2.5909  -0.342
C: 3.0104 2.8538 0.8978  2.205
C: 2.7934 2.4358 2.3567  -1.353
C: 2.2630 4.1675 0.6185  -1.132
C: 4.5010 3.0567 0.6292  -2.284
H: 4.0158 0.0363 -3.2519  0.435
H: 2.4179 0.0278 -4.0222  0.385
H: 2.9120 -1.3456 -3.0555  0.182
H: 4.0562 1.5405 -1.3726  0.647
H: -4.3024 1.9005 -3.1031  0.418
H: -5.3603 -0.1032 -3.8700  0.421
H: -5.5413 -1.2283 -2.5160  0.385
H: -4.3549 -1.5685 -3.7461  0.408
H: -3.7160 4.0233 -0.1523  0.348
H: -4.5383 3.9086 -1.7113  0.412
H: -3.4970 5.2848 -1.3671  0.484
H: -1.2285 3.5420 0.0313  -0.020
H: -1.0104 4.9270 -1.0378  0.714
H: -0.2694 3.3857 -1.4450  0.181
H: -3.1462 3.7284 -3.8323  0.436
H: -1.4520 3.2352 -3.7392  0.364
H: -1.9219 4.8876 -3.3471  0.465
H: -1.7829 0.6245 5.1788  0.453
H: -1.7726 -1.7683 5.2809  0.448
H: -0.5460 -2.4650 4.2104  0.357
H: -2.2333 -2.5729 3.7699  0.375
H: -1.9588 4.2962 2.3196  0.203
H: -0.2240 4.0998 2.5924  0.170
H: -1.1610 5.1913 3.6095  0.556
H: -3.6360 3.2817 3.9631  0.376
H: -2.8644 4.3101 5.1682  0.481
H: -3.0478 2.5909 5.4774  0.363
H: 0.5861 2.8578 4.7641  0.188
H: -0.6350 2.4317 5.9663  0.385
H: -0.3285 4.1135 5.5906  0.497
H: 1.7412 2.2256 2.5339  0.026
H: 3.1110 3.2308 3.0256  0.479
H: 3.3776 1.5476 2.5867  0.368
H: 1.2047 4.0606 0.8376  -0.126
H: 2.3743 4.4612 -0.4231  0.342
H: 2.6745 4.9574 1.2401  0.534
H: 5.0573 2.1279 0.7324  0.484
H: 4.8986 3.7615 1.3538  0.427
H: 4.6740 3.4730 -0.3602  0.419
C: 2.9948 -2.0619 1.2344  -0.577
C: 3.3721 -3.1180 0.2706  0.152
N: 2.6483 -3.4934 -0.7386  0.572
C: 3.2208 -4.5328 -1.4259  -0.212
C: 4.4398 -4.9242 -0.9229  -0.578
S: 4.8584 -4.0058 0.4443  -0.177
C: 2.5170 -5.1530 -2.5119  0.117
C: 2.9131 -6.2685 -3.2219  -0.693
S: 1.7297 -6.7263 -4.3400  -0.130
C: 0.7441 -5.3848 -3.8216  0.495
N: 1.2929 -4.6752 -2.8821  0.331
C: -0.5890 -5.1165 -4.3832  -1.103
H: 2.2854 -1.3730 0.7792  -0.394
H: 3.8717 -1.5213 1.5854  0.579
H: 2.5119 -2.5224 2.0984  0.315
H: 5.0912 -5.6924 -1.2864  0.480
H: 3.8193 -6.8296 -3.1211  0.428
H: -0.6265 -5.3516 -5.4448  0.471
H: -0.8567 -4.0702 -4.2102  0.160
H: -1.3232 -5.7457 -3.8726  0.249
F: 0.8570 -5.7087 -0.1153  -0.387
P: -0.3874 -6.8578 -0.2810  1.279
F: -1.5894 -7.8282 -0.5413  -0.326
F: 0.3614 -7.7907 0.7323  -0.335
F: -1.1479 -6.0368 0.8677  -0.347
F: -1.0998 -5.7411 -1.3745  -0.434
F: 0.4363 -7.4003 -1.5534  -0.327


ORCA calculation (ωB97M-V/def2-TZVPD) on a structure of composition C35H47BrMnN4O.

Calculated values
**Largest force on an atom**: 0.7 eV/A
**Orbital gap (spin up / spin down)**: 7.687 / 7.550 eV
**Multiplicity**: 2
**Expectation value of S²**: 1.094

Last column: Mulliken charge in e.
Element x y z (Å)
Mn: -0.3889 -0.1589 0.9677  0.229
C: -2.2999 6.3089 -2.5645  -2.191
C: -2.5460 5.0537 -3.4023  1.929
C: -4.0284 5.0270 -3.8008  -1.629
C: -1.6818 5.1447 -4.6681  -1.593
C: -2.1993 3.7770 -2.6396  -0.431
C: -1.7335 3.7800 -1.3386  -0.142
C: -1.4333 2.5782 -0.7198  -0.151
Br: -0.8449 2.6034 1.0995  -0.080
C: -1.5624 1.3282 -1.3314  0.946
O: -1.2219 0.2165 -0.7170  -0.429
C: -2.0829 1.3180 -2.6530  -0.753
C: -2.3673 2.5320 -3.2566  -0.112
C: -2.3334 -0.0195 -3.3561  2.335
C: -3.3186 -0.8495 -2.5230  -1.573
C: -2.9341 0.1517 -4.7560  -2.376
C: -1.0182 -0.7960 -3.5119  -1.254
H: -2.5489 7.1948 -3.1516  0.431
H: -1.2538 6.3916 -2.2634  0.410
H: -2.9196 6.3200 -1.6658  0.398
H: -4.2989 5.9507 -4.3184  0.468
H: -4.6628 4.9278 -2.9183  0.352
H: -4.2483 4.1925 -4.4679  0.313
H: -1.9210 6.0529 -5.2269  0.455
H: -1.8472 4.2914 -5.3271  0.304
H: -0.6215 5.1689 -4.4097  0.357
H: -1.5972 4.6985 -0.7854  0.505
H: -2.7519 2.5240 -4.2645  0.413
H: -4.2803 -0.3372 -2.4509  0.354
H: -2.9354 -1.0188 -1.5161  0.062
H: -3.4857 -1.8162 -3.0045  0.454
H: -3.8793 0.6970 -4.7319  0.426
H: -3.1344 -0.8357 -5.1766  0.456
H: -2.2508 0.6677 -5.4335  0.390
H: -0.5856 -1.0035 -2.5355  -0.101
H: -0.3009 -0.2236 -4.1048  0.287
H: -1.2031 -1.7451 -4.0222  0.522
C: 3.4078 -1.6041 3.9503  -0.787
C: 3.7770 -0.1332 4.1451  -1.139
C: 3.7936 0.6573 2.8403  0.655
C: 5.0326 1.2005 2.4995  -0.794
C: 5.2730 1.7950 1.2750  -1.134
C: 4.2626 1.7818 0.3333  -0.675
C: 3.0117 1.2439 0.6165  0.073
C: 2.0531 1.1293 -0.5462  0.400
C: 2.1291 -0.2741 -1.1492  -0.680
C: 2.7366 0.7522 1.9036  0.140
N: 1.4046 0.3635 2.1721  0.907
C: 0.9498 0.5287 3.3806  -0.029
C: -0.3660 0.1729 3.7407  -0.140
C: -1.0167 0.1414 4.9834  -0.988
C: -2.2911 -0.3565 4.7315  -0.866
C: -2.3619 -0.5963 3.3519  -0.593
N: -1.2114 -0.2722 2.7567  0.483
H: 3.4367 -2.1391 4.9008  0.469
H: 4.1199 -2.0768 3.2705  0.334
H: 2.4102 -1.7265 3.5265  0.046
H: 4.7882 -0.0878 4.5500  0.422
H: 3.1561 0.3125 4.9225  0.339
H: 5.8358 1.1363 3.2235  0.336
H: 6.2418 2.2203 1.0481  0.387
H: 4.4366 2.1831 -0.6581  0.390
H: 2.3578 1.8551 -1.3026  0.740
H: 1.0212 1.4006 -0.2947  -0.939
H: 3.1362 -0.4540 -1.5328  0.466
H: 1.4189 -0.4028 -1.9634  0.055
H: 1.9282 -1.0337 -0.3923  -0.039
H: 1.5555 0.9815 4.1566  0.516
H: -0.5979 0.4345 5.9337  0.500
H: -3.0822 -0.5201 5.4455  0.433
H: -3.2037 -0.9548 2.7774  0.529
N: -0.2398 -2.1680 0.7275  -0.482
C: 0.1111 -3.2527 0.9040  0.442
N: 0.5149 -4.4790 1.1026  0.125
C: 1.9379 -4.7751 1.2867  -0.688
C: 2.1613 -5.4463 2.6441  -0.357
C: 0.9618 -6.3337 3.0256  -0.656
C: 0.2025 -6.7986 1.7863  -0.735
C: -0.4362 -5.6000 1.0891  -0.695
H: 2.4906 -3.8408 1.2023  0.383
H: 2.2648 -5.4214 0.4675  0.314
H: 2.3185 -4.6846 3.4089  0.060
H: 3.0771 -6.0378 2.5901  0.371
H: 0.2756 -5.7708 3.6636  0.289
H: 1.2980 -7.1901 3.6097  0.389
H: -0.5842 -7.5063 2.0478  0.390
H: 0.8770 -7.3210 1.1035  0.304
H: -1.3306 -5.2855 1.6301  0.429
H: -0.7223 -5.8397 0.0612  0.324


ORCA calculation (ωB97M-V/def2-TZVPD) on an isolated molecule of C35H47N3O10S.

Calculated values
**Largest force on an atom**: 1.0 eV/A
**Orbital gap**: 8.175 eV

Last column: Mulliken charge in e.
Element x y z (Å)
C: 1.1806 -2.9681 5.5620  -1.169
H: 1.6883 -3.4596 6.3885  0.402
C: 1.8618 -3.2982 4.2397  -0.592
H: 1.8202 -4.3738 4.0600  0.397
H: 2.9131 -3.0064 4.2852  0.334
C: 1.1968 -2.5825 3.0666  0.197
N: 1.3229 -1.1499 3.2079  0.070
C: 0.3802 -0.3021 2.7608  0.640
O: -0.7533 -0.6160 2.4486  -0.831
O: 0.8303 0.9634 2.8198  -0.424
C: -0.0290 2.0048 2.3908  -1.603
H: -1.0574 1.6418 2.2905  0.449
C: 0.4238 2.5898 1.0486  3.170
O: -0.5515 3.5578 0.7166  -0.708
C: -0.4103 4.1224 -0.5731  0.075
C: 1.0138 4.4709 -0.8895  -0.568
C: 2.0221 4.0842 -0.1243  -1.158
C: 1.8041 3.2789 1.1287  0.086
O: 2.8660 2.4066 1.4536  -0.476
C: 3.2390 1.3894 0.6163  0.218
C: 2.9856 1.3166 -0.7440  -0.150
C: 3.4590 0.2526 -1.4953  0.010
C: 4.1952 -0.7580 -0.8997  0.427
C: 4.4639 -0.6803 0.4660  -0.734
C: 3.9945 0.3768 1.2096  -0.447
H: 4.2038 0.4482 2.2661  0.665
H: 5.0377 -1.4709 0.9241  0.444
O: 4.6971 -1.8551 -1.5552  -0.459
C: 4.6240 -1.8742 -2.9580  -0.664
H: 5.1342 -1.0093 -3.3958  0.370
H: 5.1327 -2.7866 -3.2672  0.215
H: 3.5894 -1.9020 -3.3144  0.148
H: 3.2233 0.2284 -2.5476  0.380
H: 2.4009 2.0732 -1.2406  -0.047
H: 1.7862 3.9713 1.9850  0.446
H: 3.0475 4.3406 -0.3495  0.467
H: 1.1715 5.0481 -1.7882  0.467
H: -1.0062 5.0452 -0.5235  0.501
C: -1.0108 3.2145 -1.6632  0.478
H: -0.8753 3.6784 -2.6414  0.694
H: -0.4906 2.2547 -1.6690  -0.725
C: -2.5018 2.9837 -1.4035  -0.343
H: -2.6651 2.7297 -0.3511  -0.043
H: -3.0745 3.8848 -1.6409  0.518
O: -3.0524 2.0052 -2.2778  -0.297
N: -2.8215 0.6798 -2.0811  -0.927
C: -2.2915 0.2069 -1.0404  1.006
C: -2.1052 -1.2818 -0.9396  -0.766
N: -0.9292 -1.6239 -0.1657  0.368
S: 0.5118 -0.9996 -0.7069  1.442
O: 1.4152 -1.0565 0.4042  -0.178
O: 0.3260 0.2665 -1.3697  -1.016
C: 0.9855 -2.2062 -1.9233  -0.258
C: 0.6351 -2.0181 -3.2458  -0.435
C: 0.9799 -2.9797 -4.1808  -1.090
C: 1.6742 -4.1233 -3.7982  1.196
C: 2.0173 -4.2890 -2.4589  -1.135
C: 1.6720 -3.3344 -1.5199  -0.629
H: 1.9417 -3.4320 -0.4812  0.326
H: 2.5641 -5.1690 -2.1548  0.408
C: 2.0349 -5.1688 -4.8075  -1.702
H: 1.2600 -5.9350 -4.8381  0.309
H: 2.1214 -4.7380 -5.8017  0.386
H: 2.9730 -5.6522 -4.5463  0.404
H: 0.7123 -2.8396 -5.2179  0.370
H: 0.1133 -1.1159 -3.5248  0.529
H: -1.0199 -1.3849 0.8234  0.095
H: -1.9576 -1.6926 -1.9446  0.357
C: -3.3606 -1.9438 -0.3120  0.509
C: -3.7449 -1.1520 0.9043  -0.386
C: -4.8564 -0.4546 1.0713  -0.315
C: -5.0831 0.4249 2.2700  -0.933
C: -4.6742 1.8076 1.8095  0.703
O: -3.5399 2.2040 1.7556  -0.513
O: -5.7364 2.5136 1.4116  -0.398
C: -5.5005 3.7993 0.8507  -0.690
H: -4.5538 4.2003 1.2178  0.297
H: -6.3314 4.4349 1.1502  0.312
H: -5.4639 3.7174 -0.2372  0.249
H: -6.1291 0.4309 2.5721  0.418
H: -4.4369 0.1219 3.0927  0.354
H: -5.6283 -0.4148 0.3174  0.419
H: -2.9948 -1.1351 1.6841  0.155
C: -4.4614 -2.0590 -1.3597  -1.995
H: -5.3717 -2.4492 -0.9117  0.496
H: -4.1497 -2.7350 -2.1522  0.453
H: -4.6613 -1.0869 -1.8023  0.340
H: -3.0562 -2.9473 0.0082  0.520
H: -1.9587 0.7748 -0.1732  0.338
H: 0.4732 1.7842 0.3034  -1.349
H: 0.0021 2.7855 3.1560  0.370
H: 2.2600 -0.7755 3.2201  0.316
H: 1.6456 -2.8980 2.1178  -0.417
H: 0.1281 -2.8058 3.0367  0.293
H: 1.1950 -1.8950 5.7329  0.281
H: 0.1446 -3.2978 5.5474  0.285


ORCA calculation (ωB97M-V/def2-TZVPD) on a structure of composition C35H47N3O3PS2TeTi.

Calculated values
**Largest force on an atom**: 0.2 eV/A
**Orbital gap**: 6.866 eV
**Net charge**: +1
**Energy above the lowest of the compared OMol25 structures with the same formula, charge and spin**: 0.0000 eV

Last column: Mulliken charge in e.
Element x y z (Å)
Ti: 0.8362 -0.8180 1.4409  0.009
N: 2.5570 -1.9002 0.4897  -0.110
C: 3.3474 -2.6729 1.4203  0.284
C: 4.4171 -3.4298 1.0414  -0.442
C: 5.1594 -4.1497 2.0018  -0.819
C: 4.8190 -4.0935 3.3219  -0.947
C: 3.7138 -3.3165 3.7410  0.528
C: 3.3047 -3.2125 5.0902  -0.576
C: 2.2197 -2.4500 5.4061  -1.330
C: 1.5306 -1.7819 4.3776  -0.218
N: 1.8881 -1.8490 3.1165  0.777
C: 2.9725 -2.6067 2.7784  0.061
H: 2.1852 -2.4985 -0.2440  0.017
H: 3.1207 -1.1744 0.0508  0.479
H: 4.7003 -3.4752 -0.0031  0.515
H: 6.0036 -4.7438 1.6807  0.417
H: 5.3868 -4.6399 4.0639  0.440
H: 3.8578 -3.7424 5.8556  0.451
H: 1.8745 -2.3477 6.4246  0.439
H: 0.6554 -1.1828 4.5938  0.677
C: -1.8430 -3.2595 2.5546  -1.510
C: -0.7783 -2.3079 2.1339  0.669
O: 0.1405 -2.7113 1.2910  -0.537
N: -0.6739 -1.0525 2.4978  -0.285
Te: -1.6636 -0.9442 -0.6710  1.162
C: -2.0491 1.0634 -1.2115  1.024
C: -1.4751 1.6760 -2.3291  0.566
C: -0.6042 0.9564 -3.3211  -1.584
C: -1.7378 3.0274 -2.5475  -0.774
C: -2.5399 3.7731 -1.6984  0.354
C: -2.8075 5.2304 -1.9540  -1.768
C: -3.0962 3.1344 -0.5961  -0.478
C: -2.8651 1.7905 -0.3333  0.488
C: -3.4927 1.1660 0.8857  -2.003
C: -1.7145 -1.8846 -2.5655  -0.188
C: -2.8912 -1.8036 -3.3173  0.721
C: -4.1073 -1.0481 -2.8550  -1.428
C: -2.9295 -2.4437 -4.5542  -1.073
C: -1.8513 -3.1612 -5.0480  0.509
C: -1.9106 -3.8335 -6.3909  -1.634
C: -0.7042 -3.2419 -4.2661  -1.047
C: -0.6165 -2.6156 -3.0314  1.052
C: 0.6535 -2.7463 -2.2347  -0.876
H: -1.3842 -4.1544 2.9777  0.395
H: -2.4115 -3.5670 1.6750  0.233
H: -2.5065 -2.7939 3.2781  0.354
H: 0.0659 0.2489 -2.8328  -0.062
H: 0.0012 1.6712 -3.8777  0.466
H: -1.2011 0.3894 -4.0383  0.345
H: -1.2933 3.5074 -3.4130  0.398
H: -2.2395 5.5933 -2.8094  0.379
H: -2.5419 5.8363 -1.0860  0.380
H: -3.8660 5.4018 -2.1559  0.405
H: -3.7290 3.6988 0.0814  0.452
H: -4.0410 1.9137 1.4577  0.359
H: -2.7456 0.7158 1.5456  0.308
H: -4.1909 0.3738 0.6071  0.410
H: -4.4100 -1.3604 -1.8530  0.242
H: -4.9417 -1.2201 -3.5323  0.474
H: -3.9199 0.0268 -2.8148  0.221
H: -3.8376 -2.3812 -5.1433  0.345
H: -2.9237 -3.8326 -6.7895  0.371
H: -1.5693 -4.8671 -6.3270  0.380
H: -1.2671 -3.3203 -7.1078  0.318
H: 0.1453 -3.8113 -4.6280  0.393
H: 1.3847 -3.3447 -2.7776  0.387
H: 0.4563 -3.2274 -1.2722  0.114
H: 1.0889 -1.7605 -2.0408  0.163
C: 3.7211 3.7969 -0.1667  -1.367
C: 2.3533 4.2875 0.2519  0.457
C: 1.3822 4.4915 -0.8896  -0.955
O: 1.7491 3.3736 1.2424  -0.683
P: 1.6245 1.8200 1.1995  1.843
S: 2.8839 0.7605 2.2932  -0.424
S: 1.4189 0.8820 -0.5295  -0.442
O: 0.1732 1.4872 1.8283  0.026
C: -0.4995 2.0634 3.0120  0.560
C: 0.4249 2.2061 4.2002  -1.559
C: -1.1508 3.3672 2.6051  -1.132
H: 4.1954 4.5581 -0.7864  0.486
H: 3.6506 2.8789 -0.7519  0.250
H: 4.3549 3.6184 0.7017  0.362
H: 2.4498 5.2049 0.8303  0.276
H: 1.2677 3.5829 -1.4810  0.063
H: 1.7569 5.2835 -1.5393  0.537
H: 0.4013 4.7854 -0.5156  0.248
H: -1.2522 1.3038 3.2173  0.373
H: 1.2219 2.9253 4.0055  0.236
H: 0.8794 1.2581 4.4813  0.201
H: -0.1636 2.5735 5.0421  0.518
H: -0.4071 4.1519 2.4689  0.307
H: -1.8394 3.6787 3.3919  0.454
H: -1.7113 3.2464 1.6790  0.124